1.
# C6H10O

A molecular structure, C6H10O (ωB97M-V/def2-TZVPD, the Open Molecules 2025 dataset).

Structure (ORCA input):
```
! RIJCOSX wB97M-V def2-TZVPD def2/J DEFGRID3
* xyz 0 1
O 0.41 1.34 1.89
C -0.52 0.28 1.80
C -0.12 -0.04 0.37
C 0.26 -1.04 -1.81
C -0.59 -0.77 -0.82
C 0.19 -0.98 1.52
C 0.77 1.19 0.50
H 0.42 2.07 -0.05
H 0.01 -1.69 -2.64
H 1.84 1.05 0.33
H -0.44 -1.87 1.47
H 1.22 -1.15 1.80
H -0.71 1.23 -2.22
H 1.27 -0.62 -1.81
H -1.58 -1.22 -0.80
H -1.46 0.39 2.33
H -0.97 1.83 -1.88
*
```

Results
- highest occupied orbital energy (eV) = -9.03
- frontier orbital gap (eV) = 10.17
- energy (a.u.) = -309.7015

Formally, the Mulliken partial charges of the atoms, in units of the elementary charge, are as follows:
1 O -0.44
2 C -0.31
3 C 0.64
4 C -0.77
5 C -0.44
6 C -0.71
7 C -0.33
8 H 0.28
9 H 0.28
10 H 0.26
11 H 0.30
12 H 0.24
13 H -0.10
14 H 0.24
15 H 0.37
16 H 0.38
17 H 0.12

=====

2.
# C6H10O

A molecular structure, C6H10O (ωB97M-V/def2-TZVPD, the Open Molecules 2025 dataset).

Structure (ORCA input):
```
! RIJCOSX wB97M-V def2-TZVPD def2/J DEFGRID3
* xyz 0 1
O 1.46 -1.34 1.76
C -0.79 0.79 -0.39
C -0.92 -1.17 -0.88
C -2.09 0.66 0.07
C 1.86 -1.08 0.64
C 1.58 0.20 -0.09
C 0.41 0.95 0.52
H -2.28 0.51 1.13
H -0.68 1.32 -1.34
H 2.51 0.79 -0.12
H 1.33 -0.07 -1.12
H 2.48 -1.81 0.09
H -2.93 1.02 -0.52
H 0.18 0.54 1.51
H 0.66 2.01 0.68
H -1.53 -1.36 -1.78
H -1.23 -1.97 -0.16
*
```

Results
- highest occupied orbital energy (alpha / beta) (eV) = -8.26 / -8.26
- frontier orbital gap (alpha / beta) (eV) = 8.57 / 8.57
- energy (a.u.) = -309.6770

Formally, the Mulliken partial charges of the atoms, in units of the elementary charge, are as follows:
1 O -0.49
2 C 0.04
3 C -0.71
4 C -0.84
5 C 0.02
6 C -0.77
7 C -0.49
8 H 0.28
9 H 0.31
10 H 0.43
11 H 0.41
12 H 0.35
13 H 0.28
14 H 0.36
15 H 0.30
16 H 0.27
17 H 0.25

=====

3.
# C6H10O

A single C6H10O molecule (ωB97M-V/def2-TZVPD, the Open Molecules 2025 dataset).

Structure (ORCA input):
```
! RIJCOSX wB97M-V def2-TZVPD def2/J DEFGRID3
* xyz 0 1
O -0.52 0.01 1.70
C -1.79 -0.73 -0.09
C -0.13 1.30 -0.30
C -0.51 -0.08 0.27
C 1.73 -0.14 -0.04
C 1.38 1.14 -0.20
C 0.68 -1.07 -0.50
H 0.20 0.57 2.05
H -0.48 2.14 0.33
H 0.88 -1.16 -1.63
H 2.55 -0.56 0.49
H 0.67 -2.11 -0.16
H -1.77 -1.73 0.36
H -0.57 1.44 -1.29
H -1.76 -0.81 -1.17
H -2.64 -0.17 0.27
H 2.08 1.96 -0.10
*
```

Results
- highest occupied orbital energy (eV) = -8.87
- frontier orbital gap (eV) = 9.85
- energy (a.u.) = -309.7767

Formally, the Mulliken partial charges of the atoms, in units of the elementary charge, are as follows:
1 O -0.58
2 C -1.62
3 C -0.87
4 C 0.94
5 C -0.42
6 C -0.41
7 C -0.54
8 H 0.38
9 H 0.32
10 H 0.25
11 H 0.38
12 H 0.38
13 H 0.38
14 H 0.32
15 H 0.36
16 H 0.39
17 H 0.37

=====

4.
# C6H10O

A single C6H10O molecule (ωB97M-V/def2-TZVPD, the Open Molecules 2025 dataset).

Structure (ORCA input):
```
! RIJCOSX wB97M-V def2-TZVPD def2/J DEFGRID3
* xyz 0 1
O -1.56 -0.31 -2.02
C 0.31 1.34 0.71
C 0.99 0.14 1.36
C -0.48 -0.43 -1.12
C 0.12 -1.08 1.17
C -0.66 -1.25 0.10
C 0.02 1.03 -0.78
H 0.10 -1.35 -1.73
H 1.18 0.31 2.42
H 1.98 0.00 0.89
H 0.14 -1.85 1.93
H 0.92 1.20 -1.36
H -0.72 1.76 -1.15
H -1.25 -2.15 -0.06
H -0.61 1.57 1.28
H -1.44 -1.17 -2.45
H 0.94 2.24 0.79
*
```

Results
- highest occupied orbital energy (eV) = -9.07
- frontier orbital gap (eV) = 9.95
- energy (a.u.) = -309.7934

Formally, the Mulliken partial charges of the atoms, in units of the elementary charge, are as follows:
1 O -0.52
2 C -0.61
3 C -0.68
4 C 0.37
5 C -0.38
6 C -0.52
7 C -0.81
8 H 0.23
9 H 0.36
10 H 0.26
11 H 0.38
12 H 0.27
13 H 0.28
14 H 0.35
15 H 0.32
16 H 0.40
17 H 0.31

=====

5.
# C6H10O

A molecular structure, C6H10O (ωB97M-V/def2-TZVPD, the Open Molecules 2025 dataset).

Structure (ORCA input):
```
! RIJCOSX wB97M-V def2-TZVPD def2/J DEFGRID3
* xyz 0 1
O 1.57 -0.87 1.19
C 1.71 0.21 0.24
C 0.34 0.81 0.61
C 0.24 -0.44 1.50
C -0.78 0.32 -1.74
C -0.87 0.32 -0.22
C -0.83 -1.03 0.55
H -0.67 1.35 -2.12
H -1.75 0.89 0.09
H -1.69 -0.10 -2.18
H 0.35 1.84 0.98
H 1.81 -0.16 -0.79
H 0.04 -0.44 2.58
H -1.77 -1.34 1.01
H -0.41 -1.87 -0.02
H 0.07 -0.26 -2.10
H 2.57 0.84 0.47
*
```

Results
- highest occupied orbital energy (eV) = -9.42
- frontier orbital gap (eV) = 10.50
- energy (a.u.) = -309.7883

Formally, the Mulliken partial charges of the atoms, in units of the elementary charge, are as follows:
1 O -0.47
2 C -0.56
3 C -0.25
4 C 0.27
5 C -1.45
6 C 0.21
7 C -1.05
8 H 0.33
9 H 0.36
10 H 0.38
11 H 0.41
12 H 0.20
13 H 0.39
14 H 0.32
15 H 0.29
16 H 0.33
17 H 0.28

=====

6.
# C6H10O

A single C6H10O molecule (ωB97M-V/def2-TZVPD, the Open Molecules 2025 dataset).

Structure (ORCA input):
```
! RIJCOSX wB97M-V def2-TZVPD def2/J DEFGRID3
* xyz 0 1
O 2.65 -0.10 0.15
C -0.58 0.09 0.00
C 1.27 -0.04 0.05
C 0.39 0.23 -1.21
C 0.26 -1.13 0.46
C 0.41 0.98 0.80
C -2.08 0.18 -0.03
H -2.41 1.16 -0.40
H 0.22 -1.38 1.52
H 2.92 -0.97 -0.18
H 0.34 -0.57 -1.96
H 0.21 -2.02 -0.18
H 0.39 0.88 1.89
H 0.48 1.22 -1.67
H -2.49 -0.59 -0.68
H 0.50 2.03 0.48
H -2.49 0.03 0.97
*
```

Results
- highest occupied orbital energy (eV) = -9.92
- frontier orbital gap (eV) = 10.74
- energy (a.u.) = -309.7870

Formally, the Mulliken partial charges of the atoms, in units of the elementary charge, are as follows:
1 O -0.58
2 C 0.23
3 C 0.03
4 C -0.30
5 C -0.32
6 C -0.39
7 C -1.52
8 H 0.33
9 H 0.25
10 H 0.33
11 H 0.25
12 H 0.27
13 H 0.25
14 H 0.25
15 H 0.33
16 H 0.27
17 H 0.32

=====

Across the entries above, strongest force on any atom takes the values 0.0079 0.0341 0.0405 0.0645 0.0075 0.0059 hartree/bohr, respectively.